1.
Molecular formula: C4H4ClN4P
Method: DFT, ωB97M-V/def2-TZVPD

Last column: Löwdin charge in e.
Element x y z (Å)
Cl: 2.225 1.998 -3.228  -0.04
N: -1.363 -0.757 1.907  0.06
N: 0.274 -1.773 0.539  0.14
C: -0.622 -1.801 1.550  -0.19
C: -1.302 0.400 1.220  -0.06
C: 0.279 -0.652 -0.143  -0.42
C: -0.461 0.501 0.105  -0.28
N: 1.164 -0.540 -1.196  -0.09
N: -0.156 1.615 -0.717  -0.11
P: 1.133 1.074 -1.727  0.52
H: -0.652 -2.683 2.176  0.11
H: -1.906 1.255 1.542  0.12
H: 1.926 -1.206 -1.392  0.13
H: -0.539 2.570 -0.637  0.12

Forces on atoms 1 to 6 (eV/Å):
2.627 2.019 -4.196
-0.591 0.440 0.205
-1.389 -0.590 1.184
0.935 1.251 -0.617
0.486 -0.764 -0.504
1.017 -1.163 -0.483

Computed properties:
**Frontier orbital gap**: 5.97 eV
**Energy above the lowest of the compared OMol25 structures with the same formula, charge and spin**: 0.0000 eV
**SMILES**: ClP1Nc2cncnc2N1
**Highest occupied orbital energy**: -6.64 eV


2.
Molecular formula: C4H4ClNO
Method: DFT, ωB97M-V/def2-TZVPD

Last column: Löwdin charge in e.
Element x y z (Å)
C: -0.007 -1.093 -1.521  -0.34
C: 0.279 -0.138 1.553  -0.12
C: -0.539 0.545 0.573  -0.28
C: -0.088 0.350 -1.273  -0.61
N: 0.053 -2.210 -1.697  0.16
O: 0.344 1.278 1.268  -0.06
Cl: 1.473 1.082 -1.489  0.67
H: -0.150 -0.457 2.575  0.13
H: 1.217 -0.822 1.261  0.16
H: -1.630 0.685 0.719  0.14
H: -0.953 0.780 -1.968  0.14

Forces on atoms 1 to 6 (eV/Å):
-0.196 2.511 0.457
1.596 -2.338 0.946
-0.869 -1.174 -3.614
-2.712 0.071 1.875
0.084 -2.097 -0.292
0.743 0.408 0.869

Computed properties:
**Frontier orbital gap**: 11.26 eV
**Energy above the lowest of the compared OMol25 structures with the same formula, charge and spin**: 3.0858 eV
**Highest occupied orbital energy**: -10.49 eV


3.
Molecular formula: C4H4ClNO2
Method: DFT, ωB97M-V/def2-TZVPD

Last column: Löwdin charge in e.
Element x y z (Å)
C: -0.164 0.067 -0.311  -0.66
C: 0.196 1.339 0.248  -0.47
C: 0.647 -1.050 0.237  -0.08
C: -1.494 -0.596 0.001  -0.09
H: 0.285 -0.822 -1.848  0.17
H: 1.298 1.346 0.107  0.11
H: -0.038 2.345 -0.169  0.12
H: 0.789 -0.992 1.462  0.17
N: -2.481 -1.104 0.549  0.19
O: 0.152 0.260 -1.720  -0.03
O: 0.911 -2.094 -0.609  -0.03
Cl: -0.100 1.302 2.052  0.59

Forces on atoms 1 to 6 (eV/Å):
-1.016 -0.728 -3.244
2.138 2.753 2.431
1.976 -6.812 -1.470
-6.703 -1.997 3.743
0.090 3.364 -0.784
-0.434 0.018 0.419

Computed properties:
**Frontier orbital gap**: 9.97 eV
**Energy above the lowest of the compared OMol25 structures with the same formula, charge and spin**: 3.7340 eV
**SMILES**: N#C[C@](O)(C=O)CCl
**Highest occupied orbital energy**: -11.29 eV